No. 1
C26H49GeN8O3STi | the ωB97M-V functional and the def2-TZVPD basis

As for the LUMO energy (alpha / beta): -6.50 / -6.99 eV. Its charge is +2. The total energy is -5008.107701 hartree. Its multiplicity is 2.

Each line ends with the Mulliken charge.
CARTESIAN COORDINATES (ANGSTROEM)
Ti 0.186 -0.297 1.193  0.212
C 2.810 0.667 -3.847  -1.348
C 1.373 1.164 -3.937  1.322
C 1.326 2.681 -4.036  -1.483
C 0.692 0.536 -5.150  -1.931
O 0.667 0.799 -2.728  -0.458
Ge -0.689 -0.396 -2.558  -0.205
O 0.628 -1.291 -0.292  1.188
C 1.111 -2.656 -0.595  1.610
C 0.103 -3.670 -0.080  -1.509
C 2.447 -2.864 0.106  -1.643
C 1.335 -2.840 -2.089  -2.135
O -1.727 0.652 -1.514  0.047
C -2.988 1.163 -2.009  1.400
C -2.826 2.649 -2.331  -1.581
C -3.433 0.440 -3.283  -2.002
C -4.052 0.961 -0.938  -1.387
H 3.376 0.986 -4.722  0.516
H 3.315 1.065 -2.966  0.245
H 2.844 -0.422 -3.808  0.286
H 1.831 3.025 -4.939  0.473
H 0.293 3.028 -4.069  0.293
H 1.820 3.142 -3.178  0.257
H 1.211 0.811 -6.068  0.499
H 0.693 -0.554 -5.081  0.455
H -0.343 0.880 -5.234  0.425
H -0.145 -3.492 0.969  0.075
H -0.814 -3.655 -0.669  0.285
H 0.530 -4.670 -0.161  0.549
H 2.321 -2.795 1.184  -0.065
H 2.821 -3.862 -0.117  0.688
H 3.200 -2.149 -0.220  0.368
H 0.405 -2.907 -2.645  0.428
H 1.932 -2.024 -2.499  0.337
H 1.883 -3.771 -2.242  0.540
H -1.854 2.834 -2.790  0.048
H -3.600 2.976 -3.025  0.473
H -2.922 3.267 -1.438  0.384
H -2.760 0.637 -4.126  0.508
H -3.496 -0.641 -3.136  0.464
H -4.422 0.793 -3.573  0.518
H -3.642 1.167 0.053  0.153
H -4.888 1.641 -1.106  0.479
H -4.445 -0.058 -0.950  0.306
C 2.451 1.898 -0.245  -1.057
C 3.016 0.552 0.120  -0.526
N 2.351 0.086 1.362  -0.234
C 2.367 1.025 2.519  -1.118
C 0.941 1.446 2.873  -0.640
S -1.331 1.449 1.553  -0.303
C -0.923 3.078 0.917  -0.021
C 0.491 3.182 0.378  -1.275
N 1.012 1.867 0.014  1.606
H 2.678 2.146 -1.281  0.163
H 2.898 2.681 0.369  0.595
H 4.101 0.590 0.252  0.401
H 2.784 -0.161 -0.669  0.022
H 2.823 -0.769 1.645  0.381
H 2.838 0.519 3.360  0.577
H 2.983 1.891 2.284  0.597
H 0.739 2.503 2.807  0.930
H 0.553 1.065 3.809  0.114
H -1.100 3.791 1.723  0.688
H -1.662 3.273 0.145  -0.300
H 1.145 3.610 1.137  0.515
H 0.515 3.863 -0.478  0.493
H 0.545 1.556 -0.848  -0.984
N 2.523 -2.001 3.609  -0.154
C 1.323 -1.510 4.028  0.099
N 1.197 -1.225 5.305  -0.668
C -0.007 -0.791 5.696  0.387
N -0.166 -0.348 6.927  -0.345
N -1.113 -0.825 4.899  -0.730
C -0.884 -1.093 3.655  0.522
N 0.354 -1.315 3.089  0.857
C -2.028 -1.327 2.730  -0.026
C -3.259 -1.733 3.185  -0.629
C -4.160 -2.238 2.246  -0.803
C -3.779 -2.323 0.921  -1.187
C -2.537 -1.828 0.537  -0.682
N -1.697 -1.314 1.427  1.476
H 3.167 -2.152 4.376  0.290
H 2.483 -2.784 2.973  0.244
H 0.609 -0.364 7.571  0.272
H -1.080 -0.073 7.247  0.259
H -3.479 -1.700 4.242  0.630
H -5.136 -2.581 2.560  0.484
H -4.433 -2.749 0.173  0.571
H -2.223 -1.817 -0.496  0.430

***

No. 2
C4H11N3O2 | the ωB97M-V functional and the def2-TZVPD basis

As for the LUMO energy (alpha / beta): -4.42 / -8.00 eV. Its charge is +1. The total energy is -473.390552 hartree. Its multiplicity is 2.

Each line ends with the Mulliken charge.
CARTESIAN COORDINATES (ANGSTROEM)
C -1.643 -0.704 -1.977  -0.780
C -1.914 -0.961 -0.506  0.579
O -2.333 0.115 0.124  -0.527
O -1.962 -2.133 -0.111  -0.533
H -2.350 -1.273 -2.723  0.280
H -0.631 -0.957 -2.230  0.256
H -1.619 0.399 -2.168  0.291
C 3.217 1.741 -0.117  -0.720
C 1.247 0.496 0.790  0.652
N 0.944 -0.876 1.286  -0.396
N 2.331 0.549 0.060  -0.161
N 0.163 1.472 0.715  -0.342
H 1.834 -1.357 1.281  0.273
H 0.182 -1.376 0.954  0.208
H -2.722 0.142 1.064  0.405
H 0.153 1.974 -0.154  0.279
H -0.715 1.191 0.971  0.254
H 3.636 2.145 0.907  0.321
H 2.925 2.511 -0.847  0.361
H 4.159 1.295 -0.714  0.300

***

No. 3
C45H63N17OPS2 | the ωB97M-V functional and the def2-TZVPD basis

As for the LUMO energy: -2.74 eV. Its charge is +1. The total energy is -3895.737599 hartree.

Each line ends with the Mulliken charge.
CARTESIAN COORDINATES (ANGSTROEM)
C -5.794 4.386 3.695  -1.057
C -4.328 4.718 3.208  -0.285
C -3.296 3.626 3.687  -0.385
N -2.976 2.583 2.687  0.069
C -2.511 1.369 3.147  -0.136
N -2.273 0.662 1.977  -0.378
C -2.615 1.395 0.852  0.053
N -2.527 1.002 -0.418  0.793
C -2.003 -0.340 -0.793  -1.493
C -0.436 -0.418 -0.894  -0.010
C 0.282 -0.964 0.398  -0.843
S 1.406 -2.389 0.106  -0.221
C 3.054 -1.784 -0.482  0.145
S 3.576 -2.373 -1.922  -0.050
N 3.726 -0.832 0.369  0.678
C 3.301 0.532 0.129  -0.040
C 3.453 1.468 1.271  -0.165
C 3.089 2.875 1.218  -0.505
C 2.565 3.374 -0.087  -0.901
C 2.400 2.448 -1.216  -0.405
C 2.760 1.016 -1.139  0.291
C 5.175 -0.991 0.394  0.103
C 5.757 -1.553 1.633  -0.558
C 7.204 -1.720 1.794  -0.569
C 8.138 -1.333 0.713  -0.628
C 7.564 -0.791 -0.527  -0.848
C 6.103 -0.614 -0.670  -0.219
P -3.114 2.192 -1.587  0.591
O -2.430 3.522 -1.430  -0.842
N -3.061 2.617 1.358  0.114
H -6.270 3.556 3.102  0.271
H -5.820 4.061 4.771  0.361
H -6.465 5.279 3.543  0.260
H -4.379 4.800 2.085  0.030
H -4.067 5.730 3.599  0.386
H -2.363 4.156 4.036  0.237
H -3.714 3.141 4.611  0.320
H -2.362 1.034 4.194  0.397
H -2.480 -0.587 -1.782  0.359
H -2.436 -1.067 -0.049  0.616
H -0.010 0.609 -1.105  -0.035
H -0.205 -1.017 -1.822  0.509
H -0.531 -1.344 1.084  0.580
H 0.840 -0.195 0.986  0.073
H 3.865 1.062 2.232  0.047
H 3.206 3.544 2.103  0.394
H 2.277 4.447 -0.185  0.481
H 2.010 2.879 -2.169  0.479
H 2.650 0.303 -1.983  0.216
H 5.103 -1.837 2.508  0.625
H 7.676 -2.114 2.735  0.414
H 9.240 -1.435 0.830  0.428
H 8.233 -0.497 -1.366  0.375
H 5.731 -0.189 -1.627  0.394
H -4.509 2.418 -1.362  0.042
H -3.039 1.651 -2.906  -0.063
H -3.374 3.432 0.822  0.353
C 2.805 -5.756 1.221  -0.346
C 2.603 -7.178 0.867  0.257
N 2.433 -8.284 0.594  -0.459
H 2.583 -5.597 2.275  0.360
H 3.838 -5.465 1.028  0.233
H 2.143 -5.136 0.619  -0.056
C -0.654 -8.890 -0.162  -0.643
C -1.552 -9.234 -1.290  0.339
N -2.254 -9.490 -2.167  -0.428
H 0.383 -9.049 -0.450  0.237
H -0.792 -7.845 0.112  0.232
H -0.883 -9.517 0.699  0.289
C 5.071 -6.054 -3.758  -0.615
C 5.310 -4.650 -4.165  0.316
N 5.505 -3.558 -4.493  -0.386
H 4.573 -6.078 -2.788  0.154
H 4.441 -6.551 -4.494  0.283
H 6.020 -6.584 -3.684  0.274
C -7.536 6.298 0.450  -0.713
C -8.566 6.135 1.504  0.332
N -9.367 6.010 2.323  -0.426
H -8.016 6.426 -0.520  0.335
H -6.923 7.174 0.663  0.278
H -6.898 5.415 0.417  0.217
C -2.354 -6.331 -3.897  -0.621
C -2.202 -4.869 -3.691  0.348
N -2.084 -3.733 -3.531  -0.409
H -2.448 -6.833 -2.935  0.111
H -3.246 -6.530 -4.490  0.283
H -1.483 -6.725 -4.419  0.272
C -0.162 0.698 -4.518  -0.397
C 0.879 1.727 -4.288  0.452
N 1.689 2.526 -4.110  -0.532
H 0.306 -0.270 -4.695  0.341
H -0.811 0.627 -3.645  -0.257
H -0.762 0.968 -5.388  0.357
C -11.046 9.000 0.503  -0.491
C -10.080 10.034 0.063  0.296
N -9.327 10.836 -0.280  -0.365
H -10.518 8.194 1.013  0.018
H -11.773 9.436 1.186  0.280
H -11.570 8.591 -0.360  0.249
C 6.489 4.290 -0.834  -0.749
C 6.697 3.842 0.562  0.392
N 6.855 3.492 1.649  -0.433
H 6.338 3.425 -1.481  0.223
H 5.611 4.933 -0.889  0.246
H 7.360 4.846 -1.178  0.342
C -6.139 -1.801 -0.483  -1.138
C -5.382 -0.665 -1.065  0.365
N -4.770 0.227 -1.536  -0.211
H -7.174 -1.773 -0.827  0.374
H -5.688 -2.744 -0.795  0.288
H -6.125 -1.744 0.606  0.285
C 5.352 0.934 5.213  -0.720
C 5.187 -0.496 4.864  0.484
N 5.064 -1.609 4.592  -0.513
H 5.110 1.089 6.264  0.331
H 6.382 1.241 5.034  0.269
H 4.688 1.544 4.600  0.179
C -5.309 1.163 -5.736  -1.023
C -5.045 0.668 -4.363  0.503
N -4.847 0.284 -3.284  -0.292
H -5.523 0.322 -6.395  0.315
H -6.164 1.839 -5.729  0.294
H -4.436 1.697 -6.110  0.294
C 7.552 -5.430 4.412  -0.790
C 8.481 -4.352 4.004  0.471
N 9.204 -3.512 3.688  -0.453
H 8.104 -6.224 4.914  0.323
H 6.800 -5.032 5.093  0.265
H 7.056 -5.842 3.534  0.231

***

No. 4
C4H8N2O | the ωB97M-V functional and the def2-TZVPD basis

The SMILES is CCCN1NC1=O. As for the LUMO energy: 0.90 eV. Its charge is 0. The total energy is -341.808381 hartree.

Each line ends with the Mulliken charge.
CARTESIAN COORDINATES (ANGSTROEM)
C -0.010 -1.350 -1.107  -0.925
C -1.076 -0.279 -1.031  -0.482
C -0.866 0.507 0.294  -0.716
N 0.735 1.345 0.336  -0.264
N 1.337 1.831 1.546  -0.448
C 1.646 0.589 1.087  0.636
O 2.152 -0.484 1.202  -0.484
H 1.035 -0.840 -1.056  0.283
H -0.229 -2.193 -0.423  0.300
H -0.318 -1.865 -2.149  0.278
H -2.104 -0.660 -1.000  0.355
H -0.962 0.395 -1.773  0.355
H -1.498 1.289 0.593  0.405
H -0.689 -0.100 1.064  0.451
H 0.846 1.817 2.418  0.255

***

No. 5
C32H52Cl6F4N2O10PtS2 | the ωB97M-V functional and the def2-TZVPD basis

As for the LUMO energy (alpha / beta): -8.68 / -9.52 eV. Its charge is +2. The total energy is -6187.712337 hartree. Its multiplicity is 3.

Each line ends with the Mulliken charge.
CARTESIAN COORDINATES (ANGSTROEM)
C -0.893 -3.400 -9.442  -1.419
C -1.347 -4.153 -8.184  -0.450
C -1.048 -3.376 -6.858  -0.681
N -0.971 -4.190 -5.505  0.144
C -2.488 -4.634 -5.177  -0.645
C -2.631 -5.564 -4.025  -0.764
C -1.674 -6.705 -4.091  -0.638
C -0.196 -6.295 -4.284  -0.783
C 0.075 -5.314 -5.480  -0.407
C -0.547 -3.154 -4.440  -1.040
H -1.387 -2.429 -9.458  0.338
H -1.201 -3.935 -10.340  0.385
H 0.184 -3.253 -9.355  0.362
H -1.035 -5.198 -8.214  0.383
H -2.421 -4.169 -8.368  0.345
H -1.821 -2.618 -6.727  0.460
H -0.109 -2.823 -6.836  0.529
H -2.772 -5.215 -6.054  0.407
H -3.078 -3.717 -5.213  0.494
H -3.665 -5.898 -3.940  0.390
H -2.463 -5.089 -3.058  0.322
H -1.974 -7.239 -4.993  0.280
H -1.837 -7.335 -3.217  0.366
H 0.459 -7.166 -4.279  0.434
H 0.114 -5.926 -3.306  0.359
H -0.096 -5.905 -6.379  0.319
H 1.097 -4.966 -5.330  0.325
H -1.216 -2.298 -4.529  0.343
H 0.461 -2.922 -4.782  0.461
H -0.492 -3.613 -3.452  0.381
Pt -3.020 1.326 1.648  0.988
N 1.083 0.344 1.915  -0.244
S 1.970 -0.907 2.386  1.006
O 2.714 -0.735 3.667  -0.559
O 2.360 -1.889 1.386  -0.561
F 0.694 -1.775 2.909  -0.321
S 2.477 1.126 1.361  1.081
O 2.904 0.684 0.017  -0.564
O 3.354 1.603 2.384  -0.512
F 1.682 2.501 0.912  -0.313
C -4.442 -6.351 4.378  -0.219
Cl -5.856 -7.378 4.876  -0.134
Cl -2.997 -7.377 3.792  -0.161
H -4.763 -5.677 3.584  0.254
H -4.065 -5.764 5.216  0.261
C 3.880 -6.999 5.651  -0.243
Cl 2.588 -7.313 6.790  -0.126
Cl 3.662 -7.449 3.918  -0.162
H 4.024 -5.926 5.779  0.250
H 4.824 -7.451 5.958  0.281
C 6.803 5.692 7.022  -0.216
Cl 7.752 6.970 6.340  -0.134
Cl 7.329 5.198 8.617  -0.143
H 5.771 6.040 7.058  0.254
H 6.816 4.782 6.423  0.239
C -2.079 5.774 -6.499  -1.040
C -1.501 6.133 -5.093  -0.160
O -1.722 5.049 -4.217  -0.327
C -2.913 4.687 -3.701  0.708
O -3.098 3.760 -2.926  -0.616
O -3.965 5.501 -4.130  -0.281
C -5.253 5.397 -3.577  -0.625
H -2.028 4.700 -6.674  0.312
H -1.632 6.441 -7.237  0.353
H -3.163 5.878 -6.473  0.278
H -1.904 7.039 -4.640  0.281
H -0.432 6.328 -5.168  0.304
H -6.024 5.916 -4.145  0.240
H -5.143 5.780 -2.562  0.278
H -5.496 4.343 -3.437  0.294
C -8.496 -2.538 6.887  -1.086
C -7.498 -1.554 6.276  -0.204
O -6.435 -1.266 7.311  -0.292
C -5.158 -0.993 7.047  0.788
O -4.732 -0.841 5.875  -0.650
O -4.426 -0.826 8.168  -0.282
C -3.065 -0.588 8.081  -0.640
H -8.027 -3.468 7.209  0.309
H -9.237 -2.819 6.139  0.377
H -9.071 -2.025 7.658  0.297
H -7.973 -0.614 5.993  0.277
H -7.017 -2.010 5.411  0.281
H -2.640 -0.368 9.060  0.253
H -2.747 0.261 7.476  0.279
H -2.563 -1.386 7.533  0.292
F 9.105 -4.011 3.987  -0.208
C 8.795 -3.170 2.963  0.362
C 9.164 -1.805 2.950  -0.231
C 8.739 -0.922 1.932  -0.261
C 8.126 -1.468 0.799  -0.274
C 7.781 -2.773 0.761  -0.329
C 8.153 -3.660 1.820  -0.123
H 9.840 -1.484 3.729  0.407
H 8.990 0.122 2.047  0.454
H 7.785 -0.935 -0.076  0.393
H 7.064 -3.188 0.067  0.378
H 8.090 -4.738 1.823  0.430
F 1.374 13.732 -0.717  -0.300
C 1.605 12.758 0.177  0.442
C 2.026 11.538 -0.291  -0.428
C 2.168 10.483 0.644  -0.312
C 1.960 10.738 2.003  -0.464
C 1.591 12.053 2.455  -0.320
C 1.340 13.022 1.513  -0.420
H 1.982 11.367 -1.356  0.370
H 2.481 9.511 0.293  0.357
H 2.134 10.009 2.781  0.350
H 1.458 12.342 3.487  0.360
H 1.118 14.009 1.890  0.364

***

No. 6
C17H32FIO5 | the ωB97M-V functional and the def2-TZVPD basis

The SMILES is CCOCCCCC[C@@H](OCCCF)[C@H](OCC)OCCC(=O)I. As for the LUMO energy: -0.02 eV. Its charge is 0. The total energy is -1440.521028 hartree.

Each line ends with the Mulliken charge.
CARTESIAN COORDINATES (ANGSTROEM)
C 4.888 -0.345 0.876  -0.614
C 4.889 -1.883 0.331  -0.311
O 4.055 -2.014 -0.841  -0.461
C 2.850 -2.801 -0.548  -0.537
C 1.961 -1.927 0.459  0.234
C 0.391 -2.258 0.448  -0.255
C -0.284 -2.301 -1.004  -0.559
C -0.239 -0.919 -1.819  -0.557
C -0.359 0.399 -0.924  0.980
O -0.402 1.536 -1.846  -0.458
C 0.899 2.144 -1.977  -0.455
C 1.370 3.001 -0.704  -0.177
C 0.303 4.076 -0.194  0.108
F 0.966 5.351 0.100  -0.391
C -1.758 0.491 -0.099  -0.344
O -2.830 0.368 -1.062  -0.410
C -3.743 -0.686 -0.687  0.382
C -4.935 -0.876 -1.775  -1.191
O -1.715 1.748 0.591  -0.149
C -2.816 1.913 1.507  -0.545
C -2.850 0.868 2.721  -0.161
C -1.428 0.517 3.353  0.226
O -1.330 -0.579 3.970  -0.519
I 0.349 1.759 3.302  0.050
H 4.591 -0.276 1.981  0.227
H 4.139 0.219 0.229  0.042
H 5.897 0.169 0.747  0.309
H 4.588 -2.591 1.189  0.230
H 5.994 -2.120 0.089  0.376
H 3.169 -3.799 -0.074  0.283
H 2.354 -3.044 -1.543  0.243
H 2.336 -2.182 1.524  0.445
H 2.154 -0.797 0.346  -0.465
H -0.109 -1.557 1.194  -0.233
H 0.281 -3.321 0.889  0.513
H -1.361 -2.669 -0.866  0.129
H 0.223 -3.091 -1.674  0.467
H -1.145 -0.930 -2.531  0.196
H 0.695 -0.828 -2.466  0.241
H 0.495 0.469 -0.169  -0.433
H 1.734 1.393 -2.212  0.263
H 0.830 2.890 -2.857  0.360
H 1.638 2.248 0.124  -0.096
H 2.335 3.584 -0.941  0.401
H -0.481 4.316 -0.987  0.202
H -0.149 3.740 0.800  -0.074
H -1.806 -0.430 0.573  0.220
H -3.264 -1.714 -0.560  0.001
H -4.263 -0.455 0.321  0.095
H -4.547 -0.834 -2.845  0.321
H -5.403 -1.919 -1.632  0.334
H -5.722 -0.078 -1.577  0.295
H -3.839 1.926 0.979  0.278
H -2.709 2.965 1.971  0.414
H -3.277 -0.124 2.316  0.069
H -3.609 1.259 3.482  0.462

***

- Which value of charge does entry 6 give?
  0